(1)
Below is a molecular structure, C16H33O16Zn, with properties calculated with ωB97M-V with the def2-TZVPD basis set.

Structure (XYZ):
```
66
C16H33O16Zn (ωB97M-V with the def2-TZVPD basis set)
Zn 0.800 -2.200 0.146
C 1.080 1.123 -0.516
O 1.066 -0.234 -0.476
H 0.275 1.631 0.016
H 2.047 1.499 -0.182
H 1.070 1.418 -1.565
C -1.069 0.378 2.487
O -0.787 -0.717 3.441
C 0.063 -1.605 3.056
O 0.674 -1.533 2.004
O 0.205 -2.559 3.974
C 1.120 -3.616 3.871
H -1.456 0.064 1.518
H -0.183 0.992 2.327
H -1.928 0.942 2.850
H 2.150 -3.266 3.812
H 0.783 -4.284 3.078
H 1.110 -4.257 4.752
C 4.221 -1.038 -1.417
O 4.622 -2.374 -0.969
C 3.851 -3.078 -0.106
O 2.827 -2.543 0.433
O 4.257 -4.343 0.009
C 3.388 -5.224 0.778
H 4.174 -0.376 -0.553
H 3.284 -1.202 -1.951
H 4.988 -0.589 -2.048
H 2.391 -5.426 0.387
H 3.362 -4.672 1.717
H 3.970 -6.137 0.909
C -1.882 1.732 -5.862
O -0.732 1.761 -5.064
C 0.492 1.445 -5.566
O 0.719 0.974 -6.687
O 1.370 1.719 -4.564
C 2.679 1.106 -4.535
H -2.104 0.774 -6.332
H -1.675 2.444 -6.661
H -2.728 2.116 -5.294
H 3.395 1.705 -5.098
H 2.543 0.092 -4.911
H 3.097 0.932 -3.544
C -2.811 0.666 -0.971
O -3.222 -0.724 -1.182
C -2.573 -1.769 -0.824
O -1.471 -1.835 -0.241
O -3.265 -2.840 -1.241
C -2.733 -4.156 -1.193
H -2.079 0.998 -1.707
H -2.620 0.944 0.065
H -3.767 1.118 -1.236
H -3.355 -5.002 -1.486
H -2.581 -4.281 -0.121
H -1.809 -4.118 -1.770
C -3.070 5.609 5.704
O -1.985 5.644 4.716
C -2.016 4.660 3.769
O -2.693 3.593 3.762
O -1.259 5.032 2.776
C -1.076 4.238 1.631
H -3.419 6.541 6.148
H -2.803 5.053 6.603
H -3.964 5.139 5.295
H -1.955 3.663 1.342
H -0.270 3.519 1.776
H -0.733 4.734 0.722
```

The value obtained for the frontier orbital gap is 6.07 eV. The calculation puts the total energy at -98295.21443 eV. Its net charge is +1. Its multiplicity is 1. Its largest force on an atom is 4.23 eV/A.

How is the electron density shared among the atoms? According to Löwdin, the charges in e are:
1. Zn 0.96
2. C -0.30
3. O -0.40
4. H 0.04
5. H 0.07
6. H 0.06
7. C 0.04
8. O 0.09
9. C -0.57
10. O 0.05
11. O 0.04
12. C -0.03
13. H 0.06
14. H 0.10
15. H 0.10
16. H 0.11
17. H 0.10
18. H 0.11
19. C 0.01
20. O 0.02
21. C -0.46
22. O 0.00
23. O 0.04
24. C 0.01
25. H 0.10
26. H 0.09
27. H 0.10
28. H 0.10
29. H 0.09
30. H 0.11
31. C -0.06
32. O -0.03
33. C -0.53
34. O 0.11
35. O -0.03
36. C -0.02
37. H 0.10
38. H 0.10
39. H 0.09
40. H 0.10
41. H 0.10
42. H 0.07
43. C 0.05
44. O 0.06
45. C -0.55
46. O 0.04
47. O 0.01
48. C -0.02
49. H 0.11
50. H 0.08
51. H 0.10
52. H 0.11
53. H 0.09
54. H 0.10
55. C -0.03
56. O 0.01
57. C -0.54
58. O 0.05
59. O 0.03
60. C -0.05
61. H 0.09
62. H 0.09
63. H 0.09
64. H 0.09
65. H 0.08
66. H 0.10



(2)
Below is a single C2H5N3OS molecule, with properties calculated with ωB97M-V with the def2-TZVPD basis set.

Structure (XYZ):
```
12
C2H5N3OS (ωB97M-V with the def2-TZVPD basis set)
H 0.098 0.716 -2.255
N 1.003 0.300 -2.317
C 1.088 -0.703 -1.555
N 0.135 -1.304 -0.680
S -1.299 -0.569 -0.228
C -0.728 0.637 0.897
N 0.402 0.480 1.521
O 0.625 1.586 2.262
H 2.049 -1.275 -1.558
H 0.545 -1.944 0.029
H -1.384 1.510 1.063
H 1.539 1.473 2.547
```

The value obtained for the frontier orbital gap is 9.74 eV. The calculation puts the total energy at -19505.51976 eV. Its relative energy (zero: lowest compared OMol25 entry of this formula, charge and spin) is 331.0 kJ/mol. As for the SMILES: [H]/N=C\NS/C=N/O. Its net charge is 0. Its multiplicity is 1. Its largest force on an atom is 3.32 eV/A.

How is the electron density shared among the atoms? According to Löwdin, the charges in e are:
1. H 0.01
2. N 0.08
3. C -0.37
4. N -0.39
5. S 0.90
6. C -0.47
7. N -0.09
8. O -0.07
9. H 0.12
10. H 0.10
11. H 0.09
12. H 0.10



(3)
Below is 2 unconnected molecules or ions with the total composition C3H11N2, with properties calculated with ωB97M-V with the def2-TZVPD basis set.

Structure (XYZ):
```
16
C3H11N2 (ωB97M-V with the def2-TZVPD basis set)
C 1.361 -0.157 0.717
C -0.637 1.382 0.359
C 0.268 0.346 -0.200
N -0.850 -1.376 -0.027
N 0.505 0.298 -1.558
H 1.030 -0.419 1.662
H 1.857 -0.917 0.210
H 2.102 0.702 0.714
H 0.034 2.249 0.621
H -1.136 1.134 1.343
H -1.461 1.738 -0.380
H -0.588 -2.253 -0.420
H -1.700 -0.864 -0.325
H -0.752 -1.674 0.963
H 1.452 -0.053 -1.793
H 0.112 0.949 -2.169
```

The value obtained for the frontier orbital gap is 11.49 eV. The calculation puts the total energy at -6262.47532 eV. Its relative energy (zero: lowest compared OMol25 entry of this formula, charge and spin) is 106.7 kJ/mol. Its net charge is +1. Its multiplicity is 1. Its largest force on an atom is 4.18 eV/A.

How is the electron density shared among the atoms? According to Löwdin, the charges in e are:
1. C -0.02
2. C -0.04
3. C -0.43
4. N 0.12
5. N 0.16
6. H 0.07
7. H 0.07
8. H 0.14
9. H 0.13
10. H 0.12
11. H 0.13
12. H 0.09
13. H 0.11
14. H 0.11
15. H 0.15
16. H 0.10